Record 1
Formula: C31H41MgN5OSi2
Source: the OMol25 dataset
Level of theory: ωB97M-V with the def2-TZVPD basis set

As for the charge: 0. As for the LUMO energy: 0.3425 eV. As for the energy above the lowest of the compared OMol25 structures with the same formula, charge and spin: 0.0 kcal per mole. The HOMO energy comes out at -5.7 eV. Its HOMO-LUMO gap is 6.02 eV.

Positions of all 81 atoms, in Å:
Mg: 0.67145 0.11926 0.08474
C: 3.18795 1.58666 0.80473
C: 2.19137 2.75267 0.72947
C: 1.50725 2.86819 -0.61840
C: 1.42172 4.08912 -1.22848
C: 0.65373 4.15551 -2.44525
C: 0.17452 3.04694 -3.02564
C: 0.48753 1.68173 -2.46263
N: 1.00595 1.71458 -1.09792
N: 2.57858 0.29348 1.21604
C: 2.33811 0.26174 2.65913
C: 1.39050 -0.84342 3.07678
C: 1.24590 -1.14591 4.42405
C: 0.30314 -2.07928 4.80658
C: -0.47387 -2.67816 3.82726
C: -0.25283 -2.33248 2.50799
N: 0.67083 -1.44128 2.12470
C: 3.45478 -0.83513 0.85911
C: 3.46487 -1.07547 -0.62761
C: 4.63405 -1.31210 -1.32839
C: 4.55690 -1.53912 -2.69456
C: 3.31582 -1.51950 -3.30529
C: 2.19385 -1.27764 -2.52827
N: 2.26079 -1.05792 -1.21580
H: 4.01502 1.81964 1.48791
H: 3.61412 1.44535 -0.18893
H: 2.72418 3.68139 0.92671
H: 1.42275 2.65547 1.50757
H: 1.85229 4.97349 -0.77989
H: 0.44685 5.12345 -2.89055
H: -0.39648 3.10606 -3.94819
H: 1.24073 1.19010 -3.11446
H: 1.89688 1.21219 2.96430
H: 3.28509 0.15815 3.20512
H: 1.85886 -0.63668 5.15904
H: 0.16270 -2.32406 5.85165
H: -1.24220 -3.39793 4.07436
H: -0.84942 -2.77378 1.72020
H: 3.05555 -1.73076 1.33926
H: 4.47145 -0.67663 1.23712
H: 5.58638 -1.31193 -0.81282
H: 5.45600 -1.71587 -3.27137
H: 3.20956 -1.67198 -4.37081
H: 1.20522 -1.24200 -2.97435
C: -1.90160 2.76155 1.06836
Si: -1.34803 0.95644 1.41860
C: -1.40568 0.96609 3.34459
C: -2.88714 -0.16939 1.02174
C: -4.01142 -0.02502 1.84799
C: -5.11288 -0.86602 1.77692
C: -5.12555 -1.90309 0.85524
C: -4.04617 -2.05458 0.00046
C: -2.92614 -1.20684 0.05602
Si: -1.65119 -1.60561 -1.26231
C: -0.49838 -3.00839 -0.80382
C: -2.55493 -2.20970 -2.78051
H: -2.99249 2.86824 1.03466
H: -1.48405 3.16135 0.13919
H: -1.53453 3.40620 1.87544
H: -2.19977 1.61786 3.72621
H: -0.46118 1.34431 3.75742
H: -1.56781 -0.03470 3.76003
H: -4.01818 0.77180 2.58629
H: -5.95719 -0.71618 2.43983
H: -5.97103 -2.57777 0.79257
H: -4.08343 -2.85387 -0.73487
H: -1.06002 -3.83898 -0.36370
H: 0.28323 -2.71232 -0.10016
H: -0.00510 -3.37662 -1.70843
H: -2.89805 -3.23306 -2.59726
H: -1.88194 -2.24417 -3.64129
H: -3.43229 -1.60850 -3.03424
C: -2.10325 1.37409 -2.35344
C: -0.75096 0.72256 -2.59000
N: -0.66898 0.10253 -3.90276
O: -0.60894 -0.32999 -1.58131
H: -2.25970 2.20372 -3.03848
H: -2.18745 1.74146 -1.33403
H: -2.89529 0.63344 -2.51654
H: -1.58992 -0.09869 -4.27400
H: -0.20096 0.72572 -4.54862



Record 2
Formula: C7H11F8NO4S3
Source: the OMol25 dataset
Level of theory: ωB97M-V with the def2-TZVPD basis set

As for the charge: 0. As for the LUMO energy: -2.6177 eV. The HOMO energy comes out at -8.7 eV. Its HOMO-LUMO gap is 6.04 eV.

Positions of all 34 atoms, in Å:
C: 4.60516 0.87802 -0.06780
C: 3.49717 0.69505 -1.12243
C: 2.15617 0.19930 -0.56282
C: 1.10286 1.29120 -0.31659
C: 1.66909 2.57733 0.30028
S: 1.88056 3.92008 -0.83822
F: 1.92685 3.27547 -2.20785
F: 3.28999 4.37850 -0.48445
H: 5.17236 1.77480 -0.31291
H: 5.31745 0.06618 -0.07993
H: 4.22656 1.03708 0.93695
H: 3.34783 1.63246 -1.65498
H: 3.85731 -0.00419 -1.86483
H: 1.71620 -0.45204 -1.31012
H: 2.28826 -0.42090 0.31444
H: 0.42595 0.88258 0.42843
H: 0.50137 1.44783 -1.20624
H: 0.95408 2.96548 1.02278
H: 2.61796 2.40525 0.80140
C: -1.63669 -2.36346 -1.30336
F: -0.49502 -1.95917 -1.89905
F: -2.59659 -2.40780 -2.23622
F: -1.44826 -3.61012 -0.85169
S: -2.07814 -1.21536 0.05876
O: -2.25966 0.06047 -0.58885
O: -0.95622 -1.28024 0.96504
N: -3.38888 -1.94653 0.52471
S: -4.16605 -1.30460 1.75838
O: -4.79796 -0.04362 1.49573
O: -3.50941 -1.42999 3.02754
C: -5.53710 -2.52443 1.80820
F: -5.07414 -3.76676 2.02427
F: -6.21765 -2.53820 0.65000
F: -6.39143 -2.21968 2.79148



Record 3
Formula: C5H3N5O3S
Source: the OMol25 dataset
Level of theory: ωB97M-V with the def2-TZVPD basis set

As for the charge: 0. As for the LUMO energy (spin up / spin down): -0.9732 / -3.9677 eV. The HOMO energy (spin up / spin down) comes out at -8.5 / -9.4 eV. Its HOMO-LUMO gap (spin up / spin down) is 7.55 / 5.43 eV. The multiplicity is 3.

Positions of all 17 atoms, in Å:
C: -0.60284 0.98823 -0.77178
C: -0.80384 -0.26388 -0.15990
C: 1.32818 0.25240 -0.26242
C: 3.29034 0.01385 1.40972
C: 2.79032 0.03777 -0.17816
N: 0.74342 1.30346 -0.77419
N: 4.44207 0.68820 1.42569
N: 4.88227 1.28791 0.43606
N: 0.45218 -0.69357 0.10005
N: 3.17320 -1.29748 -0.60286
O: 2.51858 -2.26977 -0.22764
O: 2.59465 -0.54209 2.19695
O: 4.13500 -1.46011 -1.36603
S: 3.95322 1.20197 -0.95733
H: -1.22142 1.74910 -1.08512
H: -1.63366 -0.84980 0.01905
H: 0.93853 -1.59703 0.24154



Record 4
Formula: C6H11NO2
Source: the OMol25 dataset
Level of theory: ωB97M-V with the def2-TZVPD basis set

As for the charge: 0. As for the LUMO energy: 0.7673 eV. As for the energy above the lowest of the compared OMol25 structures with the same formula, charge and spin: 141.0 kcal per mole. The HOMO energy comes out at -9.0 eV. As for the SMILES: C[C@@]12[C@H](O)CO[C@H]1[C@@H]2N. Its HOMO-LUMO gap is 9.75 eV.

Positions of all 20 atoms, in Å:
C: -0.30386 -1.61894 -0.93458
C: 0.15909 -0.25898 -0.31290
C: -0.88907 0.79658 -0.75224
O: -0.51038 2.14522 -0.45298
C: -1.91908 0.40925 0.48567
O: -1.30999 -0.44676 1.48937
C: 0.11738 -0.24187 1.12869
C: 1.55273 -0.43180 0.27469
N: 2.34190 0.72332 0.36042
H: -1.16226 -2.06833 -0.40344
H: -0.65022 -1.45622 -1.97877
H: 0.49873 -2.39508 -0.98774
H: -1.39121 0.72184 -1.70796
H: 0.43227 2.06227 -0.32802
H: -2.23979 1.35984 0.97971
H: -2.76384 -0.29173 0.28229
H: 0.33097 0.69062 1.61185
H: 1.96864 -1.39454 0.12052
H: 3.22527 0.60301 -0.13610
H: 2.51272 1.09230 1.26153



Record 5
Formula: C22H39BClNO13P2S
Source: the OMol25 dataset
Level of theory: ωB97M-V with the def2-TZVPD basis set

As for the charge: 0. As for the LUMO energy: -0.2867 eV. The HOMO energy comes out at -8.0 eV. As for the SMILES: CB(O)[C@@]1(P(=O)(O)O)[C@H](CP(=O)(O)O)[C@H](CCCC(=O)O)[C@](Cl)(CCCCn2cccc2)OS1(=O)=O.C1CCOC1. Its HOMO-LUMO gap is 7.72 eV.

Positions of all 80 atoms, in Å:
C: 1.81076 2.83949 -3.50565
B: 0.51703 2.06711 -3.09891
O: 0.08509 0.96761 -3.78756
C: -0.44134 2.44816 -1.82349
P: -0.15939 4.22513 -1.42385
O: 1.15566 4.42216 -0.82984
O: -0.32111 5.00200 -2.82418
O: -1.34663 4.76720 -0.50251
C: -1.91494 1.93445 -2.01313
C: -2.87670 2.95033 -2.66613
P: -3.72249 2.37765 -4.15602
O: -4.59026 3.41801 -4.70851
O: -4.44141 0.98155 -3.82264
O: -2.53469 1.91089 -5.10984
C: -2.59668 1.28094 -0.77721
C: -3.02643 2.23153 0.35085
C: -4.33032 1.81623 1.04380
C: -4.85349 2.92715 1.98187
C: -4.13368 2.84785 3.31124
O: -4.51785 2.20735 4.26382
O: -2.97652 3.56117 3.31458
C: -1.80107 0.02513 -0.34609
Cl: -2.37745 -1.33021 -1.39621
C: -1.94361 -0.42685 1.09722
C: -1.06974 -1.64430 1.47762
C: -0.04025 -1.37766 2.58041
C: 1.27901 -0.75140 2.09096
N: 2.43378 -1.32141 2.75498
C: 2.81834 -1.09284 4.04245
C: 3.95679 -1.80039 4.28209
C: 4.28782 -2.48929 3.09028
C: 3.33001 -2.16626 2.17395
O: -0.40611 0.12180 -0.68267
S: 0.34271 1.51170 -0.51761
O: 1.68594 1.22131 -0.90579
O: 0.05917 2.05358 0.77279
H: 2.42084 3.09903 -2.64225
H: 1.57536 3.74460 -4.06727
H: 2.41698 2.20353 -4.15840
H: 0.83207 0.48030 -4.15120
H: -1.17793 5.41081 -2.97933
H: -2.14907 5.04101 -0.95835
H: -1.82226 1.11030 -2.72423
H: -3.67909 3.24903 -1.98982
H: -2.38005 3.83773 -3.04193
H: -4.70254 0.88662 -2.90099
H: -2.60744 0.98937 -5.38493
H: -3.52304 0.87244 -1.18802
H: -3.20483 3.22595 -0.05019
H: -2.25066 2.34405 1.10308
H: -4.17931 0.93692 1.66709
H: -5.10735 1.63556 0.29791
H: -4.66840 3.91287 1.55407
H: -5.90588 2.77008 2.20476
H: -2.41018 3.21187 4.01788
H: -2.98347 -0.73248 1.20935
H: -1.73958 0.40650 1.76920
H: -0.58639 -2.06899 0.59576
H: -1.74198 -2.42347 1.84030
H: 0.17445 -2.30367 3.11461
H: -0.50917 -0.71002 3.31017
H: 1.39988 -0.92362 1.02296
H: 1.27460 0.32039 2.28675
H: 2.26538 -0.43425 4.69173
H: 4.52051 -1.81547 5.20026
H: 5.13447 -3.13153 2.90824
H: 3.22923 -2.48620 1.14960
C: 5.42126 -6.82696 -0.53926
C: 4.15206 -5.98045 -0.45370
C: 4.02820 -5.76574 1.04985
O: 5.36112 -5.75100 1.56270
C: 6.27222 -6.21153 0.56509
H: 5.90828 -6.79328 -1.51267
H: 5.19375 -7.86942 -0.30692
H: 4.30439 -5.02550 -0.96207
H: 3.27346 -6.45901 -0.88388
H: 3.47730 -6.58566 1.52357
H: 3.54022 -4.82720 1.31020
H: 6.84857 -5.35856 0.19011
H: 6.96404 -6.92177 1.01909



Record 6
Formula: C3H4AuO4
Source: the OMol25 dataset
Level of theory: ωB97M-V with the def2-TZVPD basis set

As for the charge: +1. As for the LUMO energy (spin up / spin down): -4.4346 / -10.1654 eV. As for the energy above the lowest of the compared OMol25 structures with the same formula, charge and spin: 0.0 kcal per mole. The HOMO energy (spin up / spin down) comes out at -15.4 / -14.9 eV. Its HOMO-LUMO gap (spin up / spin down) is 10.99 / 4.77 eV. The multiplicity is 3.

Positions of all 12 atoms, in Å:
O: 1.44705 -0.32549 1.45705
C: 1.41979 -1.50442 0.83092
C: 0.39446 0.50990 0.91411
O: 2.03894 -2.47281 1.20030
O: 0.59172 -1.48270 -0.20375
C: 0.16491 -0.08189 -0.46307
H: 0.74217 1.54853 0.89124
H: -0.46341 0.42318 1.59698
H: 0.94629 0.31704 -1.13461
O: -2.71409 1.05331 -2.03179
H: -3.01335 1.92991 -1.79436
Au: -1.55447 0.08543 -1.26304



Record 7
Formula: C2H6N2S2
Source: the OMol25 dataset
Level of theory: ωB97M-V with the def2-TZVPD basis set

As for the charge: 0. As for the LUMO energy: 0.6200 eV. As for the energy above the lowest of the compared OMol25 structures with the same formula, charge and spin: 5.4 kcal per mole. The HOMO energy comes out at -8.3 eV. As for the SMILES: NCC(=S)NS. Its HOMO-LUMO gap is 8.93 eV.

Positions of all 12 atoms, in Å:
N: 1.35964 0.33634 0.98411
C: 1.08276 -0.18842 -0.36051
C: -0.38489 -0.08117 -0.73432
S: -0.91716 -0.38545 -2.26086
N: -1.16983 0.21021 0.32768
S: -2.85726 0.40567 0.30989
H: 2.12435 -0.16944 1.38267
H: 1.63888 1.32341 0.93634
H: 1.62669 0.28937 -1.15061
H: 1.29647 -1.25216 -0.37995
H: -0.65497 0.27443 1.22080
H: -3.14467 -0.76279 -0.27524



Record 8
Formula: C2H5O3P
Source: the OMol25 dataset
Level of theory: ωB97M-V with the def2-TZVPD basis set

As for the charge: 0. As for the LUMO energy: 0.5154 eV. As for the energy above the lowest of the compared OMol25 structures with the same formula, charge and spin: 27.0 kcal per mole. The HOMO energy comes out at -10.4 eV. As for the SMILES: CP(=O)=O.C=O. Its HOMO-LUMO gap is 10.94 eV.

Positions of all 11 atoms, in Å:
C: -1.65290 -0.78552 0.13461
P: -0.98344 0.83983 -0.21988
O: -0.63274 1.21887 -1.60136
O: -0.93189 1.70253 0.95090
H: -1.93996 -0.90884 1.21336
H: -2.62282 -1.09367 -0.38964
H: -1.13632 -1.61278 -0.23733
C: 2.41592 1.20323 0.39505
O: 1.84453 0.16728 0.32236
H: 2.02906 1.98814 -0.32328
H: 3.26778 1.26607 1.12471



Record 9
Formula: C6H6NO2P
Source: the OMol25 dataset
Level of theory: ωB97M-V with the def2-TZVPD basis set

As for the charge: 0. As for the LUMO energy: 0.0312 eV. As for the energy above the lowest of the compared OMol25 structures with the same formula, charge and spin: 0.0 kcal per mole. The HOMO energy comes out at -9.5 eV. Its HOMO-LUMO gap is 9.54 eV.

Positions of all 16 atoms, in Å:
C: 1.26543 -2.05904 0.31230
C: 0.76428 -1.31717 1.35430
C: 1.06039 -1.80852 -1.00594
C: -0.11220 -0.28578 1.03013
C: 0.27143 -0.72612 -1.28344
C: -0.31709 0.01681 -0.27678
N: -1.78525 3.72684 -0.49161
O: -0.73606 2.45793 1.62188
O: -1.11777 1.10105 -0.65197
P: -1.19941 2.52579 0.24489
H: 2.02061 -2.94133 0.42164
H: 0.90724 -1.52727 2.36262
H: 1.48115 -2.65587 -1.63812
H: -0.48342 0.39638 1.84684
H: -0.04030 -0.52786 -2.38448
H: -1.97903 3.62417 -1.46226



Record 10
Formula: C8H9N3
Source: the OMol25 dataset
Level of theory: ωB97M-V with the def2-TZVPD basis set

As for the charge: 0. As for the LUMO energy: 0.4898 eV. As for the energy above the lowest of the compared OMol25 structures with the same formula, charge and spin: 150.8 kcal per mole. The HOMO energy comes out at -7.3 eV. Its HOMO-LUMO gap is 7.80 eV.

Positions of all 20 atoms, in Å:
C: -3.45657 -0.49556 0.02341
C: -1.55060 1.07751 0.04242
C: -0.17570 0.76783 -0.03892
C: 0.80979 1.76639 -0.07891
C: 2.12328 1.23107 0.00082
C: 2.28497 -0.28983 -0.04731
C: 1.14407 -1.28701 0.02745
C: -0.05184 -0.64816 -0.06586
H: -4.34790 0.31299 -0.74703
H: -3.40603 -1.80573 -0.42835
H: -3.90229 -0.41071 1.32636
H: -2.05656 2.06750 0.40115
H: 0.54654 2.73171 -0.12877
H: 2.95399 1.86892 0.30153
H: 3.41704 -1.89933 -0.63766
H: 4.19929 -0.24311 -0.22494
H: 1.29582 -2.39249 0.15553
N: -2.04648 -0.15732 -0.07381
N: 3.52641 -0.95408 0.17017
N: -1.30723 -1.24062 0.02273



Record 11
Formula: C3H6N2OS2
Source: the OMol25 dataset
Level of theory: ωB97M-V with the def2-TZVPD basis set

As for the charge: 0. As for the LUMO energy: 0.6717 eV. As for the energy above the lowest of the compared OMol25 structures with the same formula, charge and spin: 90.0 kcal per mole. The HOMO energy comes out at -8.6 eV. Its HOMO-LUMO gap is 9.24 eV.

Positions of all 14 atoms, in Å:
C: -2.58676 0.16098 -0.85004
C: -0.62963 -0.53075 0.78426
C: 1.96673 -0.12155 0.22485
N: -1.73611 1.23733 -0.64629
N: -0.77876 1.25027 0.02357
O: 0.25886 -0.92626 -1.65242
S: -2.25705 -1.09474 0.50986
S: 0.64317 -1.30205 -0.28829
H: -3.63479 0.45270 -0.81760
H: -2.34127 -0.28531 -1.81832
H: -0.34798 -0.44503 1.82286
H: 1.57451 0.88618 0.16700
H: 2.79852 -0.24240 -0.46292
H: 2.27129 -0.37023 1.23757



Record 12
Formula: C6H13N3
Source: the OMol25 dataset
Level of theory: ωB97M-V with the def2-TZVPD basis set

As for the charge: 0. As for the LUMO energy: -0.0360 eV. As for the energy above the lowest of the compared OMol25 structures with the same formula, charge and spin: 255.3 kcal per mole. The HOMO energy comes out at -7.8 eV. Its HOMO-LUMO gap is 7.77 eV.

Positions of all 22 atoms, in Å:
C: 2.91527 -1.15021 -0.60651
C: 2.03592 -0.55894 0.65508
C: 2.62014 1.10215 0.61348
C: 0.18449 0.21352 -0.56972
C: -1.20940 0.65239 -0.40041
C: -2.04779 -0.23317 0.19528
H: 2.60393 -0.55589 -1.46232
H: 2.60364 -1.95097 -1.06682
H: 3.94265 -1.42022 -0.44259
H: 2.21771 -1.13785 1.67509
H: 2.16097 1.48705 1.61375
H: 3.80658 0.95878 0.72886
H: 2.13517 1.71624 -0.28609
H: 0.67098 1.04894 -1.30232
H: -1.61640 1.41013 -1.06945
H: -2.00163 -1.08174 0.77890
H: -3.35983 1.54915 -0.27409
H: -5.49825 -0.46901 -0.68662
H: -4.89012 -0.32914 1.39512
N: 0.68996 -0.60031 0.34470
N: -3.42497 0.03201 -0.28771
N: -4.53902 -0.68292 0.45439



Question: charge of number 4 (C6H11NO2)?
Answer: 0